Here is a molecular structure, C7H9NOS2 in a non-equilibrium geometry from OMol25. Energies are from wB97M-V/def2-TZVPD.

The geometry in XYZ format:
```
20
C7H9NOS2, DFT wB97M-V/def2-TZVPD
C 0.7394 -0.4703 -0.7882
C -1.7051 -1.1381 -1.2333
C -2.8238 -0.9451 -0.2032
C 1.1290 2.1391 -0.4129
C 1.0750 0.7187 0.0339
C -0.8752 0.7312 0.0458
C 1.8222 0.5176 1.2635
N -0.5737 -0.3975 -0.7535
O 1.4523 -1.3055 -1.3598
S -2.2447 0.3779 1.0014
S -0.6727 2.3340 -0.8778
H -1.3080 -2.1939 -1.1629
H -2.0919 -0.8222 -2.1639
H -3.7053 -0.5696 -0.7747
H -3.0724 -1.9057 0.3005
H 1.2027 2.8672 0.4516
H 1.8440 2.5513 -1.2433
H 2.8350 0.1851 1.0613
H 1.3290 -0.3654 1.7962
H 1.8935 1.4553 1.8309
```

Values from the calculation:
molecular weight	187.29	Da
electronic energy	-1198.409421	hartree
energy above the lowest of the compared OMol25 structures with the same formula, charge and spin	39.16	kcal/mol
maximum force	4.38	eV/A
Kohn-Sham gap	8.69	eV

Mulliken population analysis, charges in e, atoms 1 to 5:
1 C 0.2772
2 C -0.6215
3 C -0.4714
4 C -0.7294
5 C 0.8756

Here is 9 unconnected molecules or ions with the total composition C36H72F18N4O12PS4 in a non-equilibrium geometry from OMol25. Energies are from wB97M-V/def2-TZVPD.

The geometry in XYZ format:
```
147
C36H72F18N4O12PS4, DFT wB97M-V/def2-TZVPD
C -0.8895 -0.2942 20.9440
C -0.0916 0.4324 19.9043
C 0.9709 -0.5267 19.2516
N 1.8349 0.0621 18.0975
C 2.6547 -1.0884 17.4417
C 2.8530 1.0501 18.7171
C 3.3143 1.9852 17.6170
C 1.9307 2.2219 16.9429
C 1.1033 0.8390 16.9675
H -0.2144 -1.0251 21.3890
H -1.6683 -0.9348 20.5302
H -1.3190 0.2960 21.7535
H 0.2969 1.3427 20.3608
H -0.7888 0.9022 19.2105
H 0.3897 -1.3219 18.7848
H 1.5173 -1.0133 20.0596
H 1.9207 -1.7573 16.9925
H 3.2311 -1.6053 18.2089
H 3.3199 -0.7298 16.6562
H 3.6705 0.5887 19.2711
H 2.2547 1.5121 19.5024
H 3.9534 1.4805 16.8925
H 3.9178 2.7852 18.0460
H 2.1315 2.5414 15.9203
H 1.2921 2.9932 17.3733
H 1.1988 0.2887 16.0315
H 0.0616 0.9637 17.2632
C 1.0381 7.6185 17.2382
C 0.8386 6.7471 18.4835
C 1.7019 7.4035 19.6077
N 1.9035 6.5944 20.8998
C 0.5107 6.2281 21.4355
C 2.8486 7.2883 22.0190
C 3.6648 6.1824 22.7230
C 3.3572 4.8990 21.9422
C 2.6092 5.2254 20.6033
H 0.5941 7.0981 16.3896
H 2.0959 7.6940 16.9864
H 0.6823 8.6485 17.2636
H 1.0937 5.7275 18.1943
H -0.2279 6.7237 18.7074
H 1.1394 8.2740 19.9453
H 2.6985 7.6022 19.2135
H -0.0586 5.6997 20.6708
H -0.1231 7.0294 21.8155
H 0.7866 5.5321 22.2277
H 2.2167 7.8262 22.7258
H 3.4761 8.0165 21.5052
H 3.2288 5.9907 23.7034
H 4.7146 6.4226 22.8913
H 2.6944 4.2453 22.5093
H 4.2439 4.2679 21.8821
H 2.0104 4.3928 20.2344
H 3.2546 5.4634 19.7578
C -3.0279 8.0543 20.2868
C -3.1688 9.4318 20.8394
C -4.1166 10.3609 20.0256
N -4.3998 11.8139 20.6179
C -5.1262 12.5484 19.5570
C -3.0971 12.6990 20.8776
C -3.3498 13.5140 22.1292
C -4.7379 13.2256 22.6249
C -5.0896 11.8709 21.9671
H -2.4413 7.4399 20.9698
H -2.6246 8.1253 19.2766
H -4.0066 7.5966 20.1424
H -2.1902 9.8865 20.9931
H -3.4868 9.4235 21.8819
H -5.1074 9.9067 20.0155
H -3.8763 10.4327 18.9649
H -4.5395 12.3939 18.6514
H -5.2867 13.5811 19.8667
H -6.0114 11.9188 19.4671
H -2.9598 13.4253 20.0765
H -2.2139 12.0861 21.0576
H -3.1648 14.5489 21.8412
H -2.5323 13.2892 22.8141
H -5.2802 14.0144 22.1034
H -4.8663 13.1698 23.7058
H -6.1695 11.7342 21.9098
H -4.7128 11.0255 22.5428
C 5.9189 9.4119 18.3143
C 6.0599 9.2886 16.7747
C 4.6534 9.3755 16.1184
N 4.6748 9.8192 14.5928
C 5.5706 8.9119 13.7884
C 5.0186 11.3660 14.4694
C 3.7411 12.0323 14.1507
C 3.1035 10.9420 13.3125
C 3.2461 9.7316 14.0694
H 6.9084 9.5720 18.7424
H 5.5507 8.4825 18.7489
H 5.2892 10.2645 18.5685
H 6.5058 8.3204 16.5468
H 6.6575 10.1272 16.4171
H 3.9842 10.0176 16.6911
H 4.2435 8.3776 15.9629
H 6.6240 9.0005 14.0542
H 5.3818 9.3226 12.7966
H 5.1702 7.9019 13.7016
H 5.6515 11.5434 13.5999
H 5.4989 11.7090 15.3857
H 3.8858 12.8852 13.4875
H 3.2565 12.3015 15.0892
H 3.4838 10.8368 12.2964
H 2.0343 11.1413 13.2402
H 3.1369 8.8478 13.4408
H 2.5804 9.6617 14.9298
C 0.0819 12.4890 16.5160
F 0.1488 13.7087 17.0242
F -0.3727 12.4911 15.2743
F 1.3124 11.9066 16.5066
S -1.1902 11.5924 17.6739
O -0.4852 11.7440 18.9391
O -2.4190 12.3528 17.5869
O -1.3007 10.1812 17.2342
C 1.0149 5.2506 25.3810
F 0.4428 4.6253 24.3020
F 2.2903 4.8075 25.4882
F 0.9333 6.5906 25.0851
S -0.0210 4.7772 27.0137
O -0.0288 3.2994 26.9008
O 0.7343 5.2978 28.1908
O -1.3421 5.3408 26.8080
C -2.7754 3.5448 20.3365
F -2.8558 2.2393 20.6704
F -3.9897 4.0738 20.1124
F -2.2120 4.2690 21.3064
S -1.6414 3.6750 18.7816
O -2.0571 2.6251 17.9041
O -1.9305 5.0035 18.2913
O -0.2739 3.5786 19.2803
C -1.5644 10.1036 24.2766
F -2.6733 10.6956 23.8741
F -1.6182 9.8056 25.5942
F -1.5363 8.9046 23.7231
S 0.0196 11.1505 23.9276
O -0.2596 11.6805 22.5763
O 0.0308 12.1416 24.9938
O 1.2509 10.3293 23.9288
P 3.7944 5.4417 15.0282
F 3.4896 5.7279 16.6196
F 4.5391 4.1032 15.6140
F 2.3704 4.6789 15.0065
F 4.1453 5.1788 13.4859
F 2.9973 6.7355 14.4089
F 5.2785 6.1782 15.1226
```

Values from the calculation:
total charge	-1
molecular weight	1254.19	Da
electronic energy	-6268.662246	hartree
maximum force	3.30	eV/A
Kohn-Sham gap	6.82	eV

Mulliken population analysis, charges in e, atoms 1 to 5:
1 C -1.7578
2 C 0.8570
3 C -0.8643
4 N 0.4729
5 C -1.1238

Here is a molecular structure, C48H41Br2N6O2V in a non-equilibrium geometry from OMol25. Energies are from wB97M-V/def2-TZVPD.

The geometry in XYZ format:
```
100
C48H41Br2N6O2V, DFT wB97M-V/def2-TZVPD
V 0.4558 -1.0657 0.9327
C -4.7142 -0.9177 -3.6998
C -3.9503 -0.6883 -2.4188
C -3.3014 0.5127 -2.1440
C -2.5912 0.6776 -0.9665
C -2.4759 -0.3217 0.0086
N -1.7553 -0.1613 1.1924
C -1.9176 0.9687 1.8976
C -2.9724 1.9119 1.6910
C -3.0686 3.1118 2.3614
C -2.1303 3.5026 3.3189
C -2.1977 4.8350 4.0253
C -1.1660 2.5597 3.6267
C -1.0941 1.3227 3.0041
N -0.2350 0.3574 3.6677
C -0.0421 0.2821 4.9953
C 0.6944 -0.8505 5.2596
C 0.8991 -1.4300 4.0037
N 0.3372 -0.6928 3.0513
C -3.1102 -1.5300 -0.2961
C -3.8265 -1.6969 -1.4782
N -3.0577 -2.6698 0.5889
C -3.9736 -3.6680 0.6774
C -3.4903 -4.5767 1.5826
C -2.2515 -4.0309 1.9940
N -2.0056 -2.8783 1.4025
H -4.7025 -0.0200 -4.3207
H -5.7601 -1.1774 -3.5100
H -4.2790 -1.7308 -4.2894
H -3.3139 1.3244 -2.8666
H -2.0660 1.6072 -0.7897
H -3.7192 1.6668 0.9485
H -3.8919 3.7800 2.1197
H -2.7984 5.5468 3.4541
H -1.2046 5.2760 4.1495
H -2.6454 4.7620 5.0234
H -0.4181 2.7964 4.3791
H -0.4798 1.0151 5.6506
H 1.0274 -1.2101 6.2183
H 1.3960 -2.3482 3.7368
H -4.2651 -2.6636 -1.6949
H -4.8884 -3.6542 0.1109
H -3.9530 -5.5023 1.8873
H -1.5117 -4.4297 2.6730
Br 1.4041 -6.3721 1.7662
C 2.5918 -4.9127 1.5733
C 3.9691 -5.1696 1.5351
C 4.8709 -4.1555 1.4057
Br 6.7307 -4.5762 1.4066
C 4.4282 -2.8124 1.2910
C 5.2757 -1.6830 1.1693
C 4.7410 -0.4502 1.0720
C 3.3289 -0.2906 1.0630
N 2.5194 -1.3099 1.1490
C 3.0409 -2.5641 1.2993
C 2.0401 -3.6231 1.4940
O 0.8159 -3.3453 1.5753
H 4.3166 -6.1903 1.6186
H 6.3487 -1.8277 1.1587
H 5.3626 0.4301 0.9752
H 2.8522 0.6741 0.9381
C 1.9242 -3.0069 -2.0570
C 0.4691 -2.6196 -1.8200
C -0.3789 -3.8728 -1.6873
C -0.0132 -1.7340 -2.9582
O 0.3884 -1.8641 -0.6341
H 2.0122 -3.6877 -2.9107
H 2.3368 -3.5093 -1.1756
H 2.5209 -2.1124 -2.2625
H -0.2056 -4.5375 -2.5409
H -1.4384 -3.6137 -1.6580
H -0.1320 -4.3990 -0.7601
H 0.0624 -2.2595 -3.9211
H 0.5902 -0.8221 -3.0021
H -1.0502 -1.4409 -2.7914
C 0.7122 0.7713 0.2120
C 0.8606 1.7218 -0.5641
C 1.0439 2.8002 -1.4654
C 2.2506 2.8343 -2.2614
C 2.7341 3.9882 -2.9423
C 3.9241 3.9840 -3.6570
C 4.7236 2.8440 -3.7433
C 4.2851 1.7039 -3.0672
C 3.0979 1.6938 -2.3518
C -0.0237 3.7911 -1.5402
C -0.3748 4.5198 -2.7021
C -1.4592 5.3885 -2.7270
C -2.2617 5.5836 -1.6031
C -1.9360 4.8779 -0.4443
C -0.8479 4.0188 -0.4115
H 2.1730 4.9119 -2.8735
H 4.2417 4.8995 -4.1480
H 5.6494 2.8447 -4.3059
H 4.8802 0.7951 -3.1003
H 2.7839 0.7917 -1.8359
H 0.1934 4.3578 -3.6104
H -1.6953 5.9061 -3.6516
H -3.1113 6.2554 -1.6299
H -2.5392 4.9922 0.4521
H -0.6124 3.4807 0.5024
```

Values from the calculation:
total charge	-2
molecular weight	944.65	Da
electronic energy	-8424.824615	hartree
multiplicity	3
maximum force	2.36	eV/A
Kohn-Sham gap (alpha / beta)	3.78 / 3.84	eV

Mulliken population analysis, charges in e, atoms 1 to 5:
1 V 0.0602
2 C -1.7905
3 C 0.6084
4 C -1.3326
5 C 0.3141

Here is a molecular structure, C16H17BrN4SW from OMol25. Energies are from wB97M-V/def2-TZVPD.

The geometry in XYZ format:
```
40
C16H17BrN4SW, DFT wB97M-V/def2-TZVPD
W -1.0871 -0.0142 -0.0572
C 4.1435 -2.7628 1.7032
C 2.8340 -3.4666 1.3863
N 1.7037 -2.8207 2.0827
C 0.8396 -1.9765 1.5856
S 0.8419 -1.4742 -0.0670
N -0.0734 -1.4845 2.5048
N -0.8354 -0.6198 1.9166
C -1.8145 0.1546 2.5345
C -2.1697 0.1048 3.9655
C -2.2139 0.9383 1.4662
C -2.9066 2.1481 1.5196
C -2.9467 3.1926 0.5810
C -2.1605 3.4670 -0.5323
C -1.0598 2.7820 -1.0694
N -0.6043 1.6189 -0.6173
H 4.9600 -3.3129 1.2371
H 4.3313 -2.7360 2.7767
H 4.1493 -1.7432 1.3184
H 2.8426 -4.5041 1.7158
H 2.6116 -3.4579 0.3215
H 1.6087 -2.9927 3.0790
H -1.6964 -0.7366 4.4646
H -3.2537 0.0369 4.0706
H -1.8514 1.0282 4.4578
H -3.4678 2.3423 2.4322
H -3.6585 3.9745 0.8199
H -2.3836 4.3983 -1.0388
H -0.5357 3.2315 -1.9080
Br -6.8206 -0.4336 0.0816
C -5.0624 -0.6644 -0.4755
C -4.2651 -1.6160 0.1512
C -2.9277 -1.7337 -0.2101
C -2.4021 -0.9280 -1.2547
C -3.2400 -0.0161 -1.9194
C -4.5654 0.1094 -1.5263
H -4.6949 -2.2749 0.8944
H -2.3321 -2.5213 0.2421
H -2.8585 0.5869 -2.7331
H -5.2169 0.8107 -2.0318
```

Values from the calculation:
total charge	+2
molecular weight	561.15	Da
electronic energy	-3877.512895	hartree
multiplicity	3
energy above the lowest of the compared OMol25 structures with the same formula, charge and spin	62.97	kcal/mol
maximum force	0.78	eV/A
Kohn-Sham gap (alpha / beta)	6.25 / 5.83	eV

Mulliken population analysis, charges in e, atoms 1 to 5:
1 W 0.7231
2 C -1.0051
3 C -0.4959
4 N -0.0780
5 C 0.4625

Question: The lowest molecular weight belongs to which entry?
Answer: C7H9NOS2

Question: Number 3 is which compound?
Answer: C48H41Br2N6O2V

What did the fourth record say?
Here is a molecular structure, C16H17BrN4SW from OMol25. Energies are from wB97M-V/def2-TZVPD.

The geometry in XYZ format:
```
40
C16H17BrN4SW, DFT wB97M-V/def2-TZVPD
W -1.0871 -0.0142 -0.0572
C 4.1435 -2.7628 1.7032
C 2.8340 -3.4666 1.3863
N 1.7037 -2.8207 2.0827
C 0.8396 -1.9765 1.5856
S 0.8419 -1.4742 -0.0670
N -0.0734 -1.4845 2.5048
N -0.8354 -0.6198 1.9166
C -1.8145 0.1546 2.5345
C -2.1697 0.1048 3.9655
C -2.2139 0.9383 1.4662
C -2.9066 2.1481 1.5196
C -2.9467 3.1926 0.5810
C -2.1605 3.4670 -0.5323
C -1.0598 2.7820 -1.0694
N -0.6043 1.6189 -0.6173
H 4.9600 -3.3129 1.2371
H 4.3313 -2.7360 2.7767
H 4.1493 -1.7432 1.3184
H 2.8426 -4.5041 1.7158
H 2.6116 -3.4579 0.3215
H 1.6087 -2.9927 3.0790
H -1.6964 -0.7366 4.4646
H -3.2537 0.0369 4.0706
H -1.8514 1.0282 4.4578
H -3.4678 2.3423 2.4322
H -3.6585 3.9745 0.8199
H -2.3836 4.3983 -1.0388
H -0.5357 3.2315 -1.9080
Br -6.8206 -0.4336 0.0816
C -5.0624 -0.6644 -0.4755
C -4.2651 -1.6160 0.1512
C -2.9277 -1.7337 -0.2101
C -2.4021 -0.9280 -1.2547
C -3.2400 -0.0161 -1.9194
C -4.5654 0.1094 -1.5263
H -4.6949 -2.2749 0.8944
H -2.3321 -2.5213 0.2421
H -2.8585 0.5869 -2.7331
H -5.2169 0.8107 -2.0318
```

Values from the calculation:
total charge	+2
molecular weight	561.15	Da
electronic energy	-3877.512895	hartree
multiplicity	3
energy above the lowest of the compared OMol25 structures with the same formula, charge and spin	62.97	kcal/mol
maximum force	0.78	eV/A
Kohn-Sham gap (alpha / beta)	6.25 / 5.83	eV

Mulliken population analysis, charges in e, atoms 1 to 5:
1 W 0.7231
2 C -1.0051
3 C -0.4959
4 N -0.0780
5 C 0.4625

Question: What is the electronic energy in the third record?
Answer: -8424.824615 hartree